25
Properties=species:S:1:pos:R:3:nbo_charge:R:1 method="wB97M-V/def2-TZVPD" homo_energy_ev=-12.81 e_tot_ev=-19594.2167 total_charge=+1 relative_energy_kcal_mol=57.5 gap_ha=0.2703 lumo_ev=-5.45
C 0.4170 -1.3006 0.8943 -0.279
C 0.3055 -0.0143 1.1831 0.107
C 0.2931 -1.8574 -0.4426 0.444
C -0.0418 1.0888 0.2070 -0.464
C -1.2545 0.8685 -0.5830 0.312
C 0.4970 0.4324 2.5573 -0.688
C 1.2066 1.5491 -0.5969 -0.609
C -1.5922 1.7003 -1.7518 -0.798
N 0.2567 -1.2487 -1.5895 -0.758
N 0.3391 -3.2399 -0.3115 -0.798
I -2.6845 -0.4635 -0.0839 0.475
H 0.4938 -2.0948 1.6521 0.231
H -0.4146 1.8980 0.7740 0.296
H 1.1155 -0.3094 3.2056 0.249
H -0.4288 0.7798 3.0657 0.244
H 1.2472 1.2497 2.7398 0.251
H 2.0361 1.5034 0.2176 0.244
H 1.0596 2.6242 -0.9402 0.235
H 1.3441 0.7120 -1.2734 0.271
H -0.7607 2.3281 -1.9028 0.259
H -2.6672 2.0552 -1.6308 0.292
H -1.3249 1.0908 -2.5900 0.318
H -0.0852 -1.7756 -2.3086 0.359
H 0.6227 -3.6604 0.5383 0.398
H 0.0204 -3.9158 -1.0299 0.411

=====

28
Properties=species:S:1:pos:R:3:nbo_charge:R:1 method="wB97M-V/def2-TZVPD" homo_energy_ev=-3.87 e_tot_ev=-28395.8699 total_charge=-1 gap_ha=0.2304 lumo_ev=2.40
C 5.5827 0.7515 -0.9911 -0.407
N 4.2504 1.3374 -0.8951 -0.652
C 3.1879 0.3995 -0.4737 -0.791
Al 1.4309 1.0268 -1.3459 1.713
O 1.4554 2.8858 -1.2994 -1.191
F -0.0170 0.3751 -0.4829 -0.796
H 6.3379 1.2845 -0.4014 0.162
H 5.9204 0.8224 -2.0291 0.170
H 5.6174 -0.2926 -0.6907 0.175
H 4.2555 2.1602 -0.3294 0.347
H 3.0497 0.4104 0.6242 0.155
H 3.4183 -0.6251 -0.7558 0.184
H 1.3519 0.5808 -2.8892 -0.500
H 1.8513 3.0945 -0.4704 0.437
C -2.9650 0.5097 -0.5052 -0.482
N -4.1651 1.3717 -0.3331 0.539
O -4.0590 2.5527 -0.5524 -0.373
O -5.1924 0.8309 0.0239 -0.427
H -2.1253 1.1178 -0.8181 0.277
H -2.7598 0.0431 0.4525 0.232
H -3.2070 -0.2360 -1.2563 0.228
C -3.8069 -3.1236 2.5769 -0.488
N -2.6853 -2.6455 1.7319 0.534
O -1.8136 -2.0085 2.2669 -0.358
O -2.7330 -2.9259 0.5599 -0.376
H -3.6333 -2.7977 3.5955 0.225
H -4.7204 -2.6925 2.1779 0.237
H -3.8265 -4.2071 2.5095 0.227

=====

18
Properties=species:S:1:pos:R:3:nbo_charge:R:1 method="wB97M-V/def2-TZVPD" homo_energy_ev=-17.30 e_tot_ev=-55864.5906 total_charge=+2 gap_ha=0.2365 lumo_ev=-10.87
Ti 0.0010 0.9317 -0.4752 1.545
N 0.0032 -2.4682 -0.7137 -0.532
C 1.1943 -1.8090 -0.6487 0.510
N 2.3912 -2.2861 -0.6255 -0.240
N 3.2220 -1.1819 -0.5420 0.107
N 2.6057 -0.0961 -0.5177 -0.049
N 1.2241 -0.4208 -0.5904 -0.549
C -1.1887 -1.8104 -0.6501 0.510
N -2.3851 -2.2890 -0.6278 -0.240
N -3.2173 -1.1859 -0.5454 0.107
N -2.6024 -0.0993 -0.5208 -0.049
N -1.2204 -0.4223 -0.5922 -0.549
H 0.0039 -3.4831 -0.7643 0.490
I -0.0017 1.4347 2.2078 0.558
C -0.0075 3.5125 1.7372 -0.676
I -0.0022 3.7625 -0.3863 0.492
H 0.9009 3.9583 2.1301 0.283
H -0.9210 3.9524 2.1249 0.283